Record 1
Density functional theory data (wB97M-V/def2-TZVPD) for a cluster of 2 separate species, C6H14O in total.

Values from the calculation:
gap between HOMO and LUMO: 10.738 eV
SMILES: C=CCCOC.C
HOMO: -9.69 eV
ΔE to the lowest compared entry with this formula, charge and spin: 39.1 kcal/mol

```
! wB97M-V def2-TZVPD RIJCOSX def2/J DEFGRID3
* xyz 0 1
C -2.37 0.87 -1.65
C -2.00 -1.20 1.07
C -0.81 -1.52 0.57
C 0.49 -0.86 0.96
C 1.13 -0.09 -0.19
O 2.37 0.40 0.26
C 3.04 1.16 -0.70
H -3.46 0.87 -1.66
H -1.98 0.61 -2.63
H -2.00 1.85 -1.34
H -2.11 -0.41 1.82
H -2.91 -1.66 0.72
H -0.75 -2.28 -0.21
H -2.04 0.12 -0.92
H 1.21 -1.61 1.30
H 0.32 -0.17 1.79
H 1.28 -0.75 -1.07
H 0.48 0.74 -0.52
H 3.25 0.58 -1.61
H 3.98 1.49 -0.26
H 2.45 2.05 -0.99
*
```

Electronic structure analysis, Mulliken charges in units of e: C -0.74; C -0.87; C -0.11; C -0.45; C -0.33; O -0.33; C -0.71; H 0.33; H 0.27; H 0.25; H 0.26; H 0.32; H 0.29; H -0.05; H 0.27; H 0.25; H 0.32; H 0.20; H 0.29; H 0.25; H 0.29

Record 2
Density functional theory data (wB97M-V/def2-TZVPD) for a structure of composition C2H4LiO2V.

Values from the calculation:
gap between HOMO and LUMO (spin up / spin down): 7.068 / 7.976 eV
HOMO (spin up / spin down): -11.60 / -12.56 eV
expectation value of S²: 3.765

```
! wB97M-V def2-TZVPD RIJCOSX def2/J DEFGRID3
* xyz 1 4
O -1.06 0.54 -1.09
C 0.48 -0.40 -0.32
C 0.61 0.02 1.11
O -0.62 -0.66 1.22
Li -1.23 1.38 -2.61
V -2.06 0.17 0.37
H 0.28 -1.34 -0.86
H 1.48 -0.28 -0.77
H 0.74 1.10 1.29
H 1.39 -0.53 1.65
*
```

Electronic structure analysis, Mulliken charges in units of e: O -0.97; C -0.22; C -0.22; O -0.78; Li 0.89; V 1.12; H 0.31; H 0.36; H 0.19; H 0.32

Record 3
Density functional theory data (wB97M-V/def2-TZVPD) for a cluster of 2 separate species, C5H10O2 in total.

Values from the calculation:
gap between HOMO and LUMO: 10.511 eV
SMILES: C=CCO.CC=O
HOMO: -9.69 eV
ΔE to the lowest compared entry with this formula, charge and spin: 56.2 kcal/mol

```
! wB97M-V def2-TZVPD RIJCOSX def2/J DEFGRID3
* xyz 0 1
O 1.96 0.33 0.87
C 1.66 -0.70 -0.06
C 0.43 -1.40 0.41
C -0.82 1.90 0.14
C -1.86 0.93 -0.31
O -1.97 0.55 -1.45
C -0.53 -1.83 -0.38
H 2.83 0.68 0.64
H 1.47 -0.32 -1.07
H 2.51 -1.40 -0.13
H 0.39 -1.58 1.48
H -0.32 1.51 1.03
H -0.08 2.02 -0.65
H -1.28 2.86 0.36
H -2.47 0.48 0.50
H -0.49 -1.68 -1.46
H -1.39 -2.38 -0.02
*
```

Electronic structure analysis, Mulliken charges in units of e: O -0.50; C -0.38; C 0.00; C -0.85; C 0.18; O -0.50; C -0.91; H 0.29; H 0.25; H 0.36; H 0.32; H 0.21; H 0.23; H 0.38; H 0.36; H 0.27; H 0.31

Record 4
Density functional theory data (wB97M-V/def2-TZVPD) for the molecule C23H26N2O3.

Values from the calculation:
gap between HOMO and LUMO: 6.513 eV
SMILES: CCOCCCNC(=O)c1cc(=O)n(Cc2cccc(C)c2)c2ccccc12
HOMO: -7.82 eV
ΔE to the lowest compared entry with this formula, charge and spin: 529.2 kcal/mol

```
! wB97M-V def2-TZVPD RIJCOSX def2/J DEFGRID3
* xyz 0 1
C -8.01 -2.39 0.38
C -6.66 -2.26 -0.58
O -6.46 -0.86 -1.11
C -6.03 -0.03 -0.21
C -4.54 -0.27 -0.21
H -4.17 -0.09 -0.99
H -4.37 -1.20 0.51
C -4.04 1.02 0.74
N -2.63 0.96 0.88
C -1.73 1.87 0.51
O -2.23 3.14 0.03
C -0.41 1.71 0.62
C 0.14 1.01 1.82
C 1.53 1.00 2.26
O 1.89 0.51 3.19
N 2.32 1.09 1.30
C 2.04 1.38 -0.02
C 2.89 1.67 -1.02
C 2.63 2.27 -2.41
C 1.15 2.47 -2.49
C 0.21 2.25 -1.70
C 0.52 1.91 -0.18
H -0.79 2.58 -1.73
H 0.82 2.82 -3.41
H 3.26 2.46 -3.37
H 4.06 1.54 -0.95
C 3.80 0.65 1.45
C 4.37 -0.17 0.65
C 3.44 -1.45 0.48
C 4.08 -2.53 -0.25
C 5.38 -2.39 -0.76
C 6.17 -1.46 -0.53
C 5.70 -0.31 0.31
H 6.28 0.36 0.51
C 7.60 -1.51 -0.82
H 8.19 -2.10 -0.35
H 7.74 -1.52 -2.08
H 8.15 -0.52 -0.24
H 5.75 -3.30 -1.24
H 3.29 -3.21 -0.47
H 2.57 -1.50 0.84
H 4.25 1.81 1.50
H 3.74 0.57 2.55
H -0.60 0.92 2.80
H -2.28 0.15 1.28
H -4.10 1.92 0.45
H -4.38 0.80 1.90
H -6.22 0.83 -0.56
H -6.52 0.00 0.70
H -6.06 -2.52 0.04
H -6.89 -2.83 -1.51
H -8.91 -1.99 -0.31
H -8.02 -3.37 0.46
H -7.90 -1.89 1.31
*
```

Electronic structure analysis, Mulliken charges in units of e: C -1.14; C -0.40; O -0.41; C -0.95; C -0.43; H 0.65; H 0.20; C -1.37; N -0.09; C 0.04; O -0.72; C 2.19; C -1.44; C 0.45; O -0.59; N 0.09; C 1.06; C -0.21; C -1.07; C -0.40; C -1.13; C 0.34; H 0.47; H 0.40; H 0.29; H 0.07; C -1.42; C 0.82; C -1.19; C -0.69; C -0.34; C 1.08; C -1.09; H 0.80; C -1.29; H 0.45; H 0.23; H 0.21; H 0.34; H 0.32; H 0.84; H 0.27; H 0.44; H 0.23; H 0.29; H 0.72; H 0.28; H 0.56; H 0.50; H 0.34; H 0.35; H 0.22; H 0.48; H 0.35

Record 5
Density functional theory data (wB97M-V/def2-TZVPD) for the ion CH8N5 with charge +1.

Values from the calculation:
gap between HOMO and LUMO: 10.795 eV
SMILES: NNNC(N)=[NH2+]
HOMO: -13.95 eV
ΔE to the lowest compared entry with this formula, charge and spin: 51.8 kcal/mol

```
! wB97M-V def2-TZVPD RIJCOSX def2/J DEFGRID3
* xyz 1 1
C -0.38 -0.75 -0.64
N -0.50 -0.07 0.58
N -0.35 0.00 -1.72
N -0.46 -2.07 -0.63
N 1.28 1.46 1.12
N -0.23 1.32 0.66
H -0.16 -0.65 1.39
H -0.40 0.95 -1.59
H -0.16 -0.46 -2.64
H -0.55 -2.68 -1.46
H -0.38 -2.44 0.34
H 1.37 1.08 2.17
H 1.65 2.44 1.07
H -0.73 1.87 1.34
*
```

Electronic structure analysis, Mulliken charges in units of e: C 0.55; N -0.10; N -0.30; N -0.34; N -0.53; N -0.38; H 0.28; H 0.26; H 0.25; H 0.23; H 0.23; H 0.27; H 0.28; H 0.30

Record 6
Density functional theory data (wB97M-V/def2-TZVPD) for a cluster of 2 separate species, C11H18 in total.

Values from the calculation:
gap between HOMO and LUMO: 9.568 eV
SMILES: CC(C)(C)C.c1ccccc1
HOMO: -8.85 eV
ΔE to the lowest compared entry with this formula, charge and spin: 134.4 kcal/mol

```
! wB97M-V def2-TZVPD RIJCOSX def2/J DEFGRID3
* xyz 0 1
C -2.98 0.65 -2.32
C -3.63 -0.06 -1.41
C -3.85 0.72 -0.13
C -3.79 2.18 -0.18
C -2.97 2.79 -1.18
C -2.53 2.07 -2.26
C 3.27 -1.39 1.11
C 2.39 -2.65 1.12
C 4.56 -1.82 1.83
C 2.49 -0.44 2.07
C 3.84 -0.63 0.07
H -3.00 0.16 -3.32
H -3.65 -1.16 -1.02
H -4.39 0.31 0.75
H -4.41 2.93 0.41
H -2.92 3.87 -1.28
H -2.12 2.55 -3.08
H 2.70 -3.23 0.19
H 2.34 -3.18 2.12
H 1.21 -2.51 0.85
H 5.12 -1.07 2.17
H 4.34 -2.53 2.72
H 5.16 -2.54 1.02
H 3.19 0.18 2.66
H 1.85 -1.03 2.94
H 1.84 0.12 1.10
H 2.93 -0.09 -0.34
H 4.67 0.08 0.22
H 4.27 -1.37 -0.53
*
```

Electronic structure analysis, Mulliken charges in units of e: C -0.08; C -0.38; C -0.38; C -0.22; C -0.29; C -0.48; C 1.40; C -1.42; C -1.63; C -1.00; C -1.35; H 0.28; H 0.24; H 0.32; H 0.26; H 0.30; H 0.44; H 0.37; H 0.36; H 0.25; H 0.54; H 0.31; H 0.29; H 0.30; H 0.29; H 0.21; H 0.30; H 0.29; H 0.49

Record 7
Density functional theory data (wB97M-V/def2-TZVPD) for the ion C3H8NSe with charge +1.

Values from the calculation:
gap between HOMO and LUMO: 7.759 eV
SMILES: C=[NH+]CC[SeH]
HOMO: -13.10 eV
ΔE to the lowest compared entry with this formula, charge and spin: 22.3 kcal/mol

```
! wB97M-V def2-TZVPD RIJCOSX def2/J DEFGRID3
* xyz 1 1
C -0.45 0.50 0.55
C 0.85 0.99 -0.18
C -1.37 -1.57 -0.23
N -0.52 -1.00 0.53
Se 2.40 -0.22 -0.01
H -0.43 0.90 1.57
H -1.12 0.93 -0.16
H 0.49 1.09 -1.18
H 0.96 2.03 0.18
H -1.30 -2.68 -0.33
H -2.05 -1.08 -0.87
H 0.08 -1.38 1.26
H 2.17 -0.14 1.31
*
```

Electronic structure analysis, Mulliken charges in units of e: C -0.61; C -0.77; C -0.10; N 0.10; Se -0.03; H 0.35; H 0.29; H 0.42; H 0.38; H 0.26; H 0.26; H 0.33; H 0.10